1.
51
Properties=species:S:1:pos:R:3:forces:R:3:lowdin_spin:R:1 method="wB97M-V/def2-TZVPD" s_squared=3.753 largest_force_ev_per_a=1.5 de_lowest_kj_mol=0.00 lumo_ev="0.325 / 0.325" spin_multiplicity=4
H -5.279569 -2.666158 0.259864 0.2042 0.3248 0.1387 0.000
C 1.117423 -0.026274 -0.018488 0.1423 0.0633 0.5914 0.000
C -2.420512 1.106625 3.485406 0.1748 -0.4111 0.4550 -0.002
C 1.236281 -1.552878 -0.010030 -0.4954 -0.0085 -0.4722 0.000
H -3.315634 1.217745 -0.310046 -0.1680 -0.3032 0.2318 0.000
C -1.590665 -0.835795 4.428944 -0.2351 0.5988 -0.0530 -0.003
H 2.206826 -1.908855 0.331163 -0.0399 0.0103 -0.0369 0.000
O 3.343402 0.488180 -2.621624 1.1380 -0.2437 -0.1173 0.000
C -0.376059 0.230193 0.089894 -0.3090 -0.3904 -0.1088 0.000
C -1.238977 0.323749 3.665705 -0.6115 -0.1442 0.5903 -0.004
H 4.390521 2.877936 -1.906727 -0.1315 -0.0012 -0.1833 0.000
C -4.953020 -1.638606 0.415846 0.1109 0.6787 -0.3253 -0.002
H -0.865391 0.267438 -0.888788 0.0626 0.0111 0.0942 0.000
H 2.662877 1.704344 -5.052110 0.1391 -0.1606 0.0011 0.000
C 4.101963 1.401778 -3.466434 0.5900 0.5061 -0.5152 0.000
H -0.363329 -2.957850 0.670944 0.1347 0.3182 -0.0768 0.000
H -4.513690 0.819626 4.247247 0.3222 -0.2361 -0.1621 0.000
H -0.653429 1.126815 0.659350 0.1335 -0.2801 -0.0682 0.000
H -0.232166 0.608956 3.355903 -0.3492 -0.1696 0.0169 0.000
H 4.818437 -0.250008 -1.277657 -0.1504 -0.1485 -0.1901 0.000
H 3.038964 3.228633 -3.033260 0.1897 -0.0662 0.1204 0.000
C -3.905211 0.407449 0.123747 -0.5768 -0.4630 0.1349 -0.004
C 4.057635 2.826831 -2.950378 -0.1477 0.1013 0.0181 0.000
H -6.234820 -0.958405 2.138290 0.3693 0.0215 -0.1409 0.000
C 0.108195 -1.994552 0.904825 -0.1829 0.3149 0.4353 0.001
C -2.993940 -0.770855 4.711723 0.4931 0.5807 -0.0559 -0.004
H 1.044342 -1.927453 -1.017737 0.1583 -0.0834 0.0044 0.000
H 1.567183 0.426078 -0.902243 -0.0151 -0.0066 0.0764 0.000
C -5.442989 -0.743433 1.420926 0.3557 0.2846 -0.8202 -0.005
C -3.999017 -0.929729 -0.384020 -0.6663 0.1689 0.4814 0.000
H -0.898886 -1.605789 4.772293 -0.3091 0.1840 -0.1902 0.000
H -5.034832 1.444359 1.759621 0.2140 -0.3921 -0.0544 0.000
O -0.921537 -0.940336 0.787256 1.2994 -0.0904 -0.6674 -0.002
H 5.890084 0.216122 -4.079014 0.1236 0.0988 0.1326 0.000
Nd -2.855591 -1.207838 2.055967 -0.7906 0.3581 0.6456 3.040
H -2.457873 2.101657 3.039314 -0.0715 -0.4335 -0.0052 0.000
H -3.473409 -1.317681 -1.254867 -0.1115 0.0456 0.2877 0.001
H 0.429488 -2.016004 1.954405 -0.0807 0.0163 -0.1196 0.000
Br -2.962666 -3.911283 2.564205 0.0972 -0.3629 -0.0055 -0.009
C -4.805673 0.522128 1.226016 -0.1176 -0.4190 -0.6580 -0.004
H 1.607264 0.363970 0.880715 0.0336 0.0879 -0.1636 0.000
H 4.348395 1.982011 -5.521864 -0.1091 -0.1699 0.1426 0.000
H 3.764209 0.313805 -5.312108 -0.0982 0.1834 0.0877 0.000
C 5.451319 0.674559 -3.194144 -0.9440 0.1366 0.1378 0.000
H 4.514334 -1.283942 -2.731648 -0.0495 0.1800 0.2330 0.000
H 4.716612 3.460392 -3.559485 -0.1093 -0.1401 0.1517 0.000
H -3.558604 -1.484544 5.314705 0.2141 0.2234 -0.3406 0.000
C 4.581354 -0.257256 -2.348966 -0.3489 -0.2056 0.2293 0.000
C 3.688885 1.336749 -4.924751 -0.2168 0.0445 -0.0838 0.000
C -3.501480 0.431788 4.132402 0.6556 -0.0829 0.3070 -0.003
H 6.162975 1.275608 -2.630287 0.0796 -0.1289 -0.1304 0.000



2.
22
Properties=species:S:1:pos:R:3:forces:R:3:mulliken_charge:R:1 method="wB97M-V/def2-TZVPD" largest_force_ev_per_a=1.8 total_charge=-1 de_lowest_kj_mol=0.00 lumo_ev=2.035 spin_multiplicity=1
P 0.937862 -1.074884 1.855496 0.9854 -0.6425 -0.5264 0.719
P 0.764882 0.780081 -3.863966 0.1099 -0.1308 -0.0547 0.997
F -1.937121 -2.330832 1.194588 -0.1806 -0.1873 -0.0462 -0.180
H 1.153696 0.182870 3.544141 0.1483 -0.0895 0.2217 0.359
H -0.661658 1.869674 2.433539 -0.2222 -0.4387 0.1768 0.080
F 0.662672 2.129650 -2.905806 -0.2856 0.1251 -0.3005 -0.312
H -0.063482 -2.898237 2.436461 0.1173 -0.1503 0.0061 0.385
F 1.822969 -0.452598 -4.203819 -0.3335 -0.0971 -0.0603 -0.339
O 2.155742 -0.713168 1.161719 -0.2441 0.2046 -0.1666 -0.602
S -1.949911 -0.900975 1.791002 -0.1424 0.9551 -0.3949 1.070
O -1.917347 -1.032695 3.204047 0.1466 -0.5185 0.0874 -0.506
O 0.955977 -0.756270 3.416734 -0.4447 0.3365 -0.0992 -0.446
P -0.467803 1.436361 1.107820 0.6624 0.9283 -1.3759 0.053
N -0.503584 -0.348696 1.181917 -0.3182 0.0981 1.2218 0.248
F 0.773257 -0.028061 -2.409360 0.2050 0.2021 0.0213 -0.289
S 1.011084 2.227078 0.214452 0.0172 -0.1749 0.4637 -0.183
F -0.888208 0.731691 -3.671114 0.0669 -0.2799 0.0816 -0.350
F 1.935851 1.738347 -4.552973 0.1155 -0.1996 0.2215 -0.344
O -3.011451 -0.185643 1.182489 0.1366 -0.2328 -0.0544 -0.594
H -1.685441 1.700791 0.487246 -0.2330 -0.3428 0.1893 0.100
F 0.272183 0.552458 -5.434786 0.0275 0.3722 0.0536 -0.354
O 0.639830 -2.626941 1.830174 -0.3342 0.2626 0.3344 -0.511